No. 1
Molecular formula: C12H17Cl5MnO4
Method: DFT, ωB97M-V/def2-TZVPD

As for the HOMO-LUMO gap (alpha / beta): 3.659 / 3.652 eV. Its spin multiplicity is 4. Its total charge is -2.

Structure (XYZ):
```
39
C12H17Cl5MnO4 (ωB97M-V/def2-TZVPD)
C -0.617 1.133 -1.650
C -1.487 0.048 -1.350
C -0.690 -1.092 -1.060
C -2.959 0.095 -1.336
C 0.678 -0.717 -1.195
C 0.724 0.654 -1.584
C 1.929 1.437 -1.888
C -1.048 2.499 -1.989
C -1.217 -2.415 -0.681
C 1.848 -1.583 -0.976
Mn 0.210 1.236 1.860
Cl -2.196 1.340 1.827
Cl 0.151 3.512 1.150
O 2.045 0.931 1.419
H -3.317 1.063 -0.969
H -3.359 -0.684 -0.678
H -3.371 -0.067 -2.344
H -1.895 -2.331 0.180
H -0.404 -3.091 -0.404
H -1.777 -2.866 -1.512
H 1.596 -2.427 -0.324
H 2.659 -1.014 -0.502
H 2.225 -1.986 -1.931
H 2.829 0.885 -1.601
H 1.920 2.384 -1.326
H 1.992 1.659 -2.964
H -1.833 2.836 -1.299
H -1.460 2.539 -3.009
H -0.212 3.203 -1.933
H 2.616 0.344 1.926
O 1.739 3.234 0.458
H 2.108 2.411 0.939
Cl 0.287 -2.091 5.592
C 0.034 -2.395 3.869
Cl 1.260 -3.539 3.244
Cl -1.610 -3.031 3.574
C 0.170 -1.047 3.042
O 0.369 0.067 3.636
O 0.061 -1.137 1.790
```

***

No. 2
Molecular formula: C12H17Cl5O3Os
Method: DFT, ωB97M-V/def2-TZVPD

As for the HOMO-LUMO gap (alpha / beta): 3.481 / 6.235 eV. Its spin multiplicity is 5. Its total charge is -2.

Structure (XYZ):
```
38
C12H17Cl5O3Os (ωB97M-V/def2-TZVPD)
C -0.600 0.912 -1.602
C -1.610 -0.080 -1.313
C -0.918 -1.294 -0.927
C -3.088 0.058 -1.468
C 0.496 -1.019 -0.909
C 0.741 0.295 -1.529
C 1.980 0.837 -1.810
C -0.837 2.265 -2.173
C -1.590 -2.597 -0.676
C 1.599 -1.961 -0.592
Os -0.573 0.273 0.523
Cl -5.024 -2.152 0.852
Cl -2.459 1.389 1.344
Cl -0.511 -1.271 2.162
H -3.380 1.102 -1.330
H -3.584 -0.550 -0.697
H -3.441 -0.286 -2.450
H -2.467 -2.471 -0.029
H -0.894 -3.306 -0.229
H -1.966 -3.007 -1.620
H 1.199 -2.900 -0.200
H 2.277 -1.520 0.158
H 2.186 -2.157 -1.500
H 2.861 0.237 -1.625
H 0.933 1.873 1.393
H 2.045 1.866 -2.144
H -1.794 2.661 -1.828
H -0.876 2.207 -3.268
H -0.022 2.946 -1.906
O 0.202 2.146 0.693
H -0.614 2.533 1.094
Cl 3.329 2.270 4.010
C 3.007 0.535 3.949
Cl 1.615 0.046 4.918
C 2.680 0.124 2.466
O 3.188 -0.963 2.165
O 2.020 0.963 1.783
H 3.888 -0.004 4.315
```

***

No. 3
Molecular formula: C12H17CsFN3O8PS2
Method: DFT, ωB97M-V/def2-TZVPD

As for the HOMO-LUMO gap: 7.668 eV. Its total charge is +1.

Structure (XYZ):
```
45
C12H17CsFN3O8PS2 (ωB97M-V/def2-TZVPD)
O 3.411 0.533 -1.232
C 3.394 0.193 -0.019
N 3.285 0.318 1.304
C 2.070 -0.508 1.715
O 1.954 -1.564 0.720
S 0.535 -2.479 0.933
O 0.591 -3.650 -0.035
O 0.503 -3.107 2.331
C -0.879 -1.319 0.626
C -1.582 -1.480 -0.827
C -0.482 -1.424 -2.006
S -0.947 -0.356 -3.454
C 0.373 -0.774 -4.722
N 1.669 -0.118 -4.760
N 2.311 -0.761 -5.797
C 1.441 -1.756 -6.381
O 0.177 -1.804 -5.704
P -2.245 -1.553 1.945
O -2.890 -2.945 1.901
O -1.731 -1.218 3.541
O -3.522 -0.410 1.614
C -0.377 0.219 0.733
C 0.804 0.493 1.811
C 1.221 2.082 1.642
C -0.028 3.072 2.041
C -0.867 3.571 0.692
F -1.340 4.971 0.922
H 2.287 -0.882 2.785
H -2.431 -0.695 -0.980
H -2.137 -2.504 -0.810
H 0.519 -1.053 -1.539
H -0.265 -2.513 -2.343
H 1.654 -2.485 -7.235
H -0.751 -1.293 3.641
H -3.232 0.383 2.144
H -1.320 0.839 1.021
H -0.023 0.666 -0.281
H 0.328 0.434 2.875
H 1.458 2.214 0.521
H 2.083 2.389 2.336
H 0.299 3.986 2.679
H -0.788 2.367 2.614
H -0.244 3.479 -0.270
H -1.843 2.926 0.534
Cs -2.446 3.518 2.772
```

***

No. 4
Molecular formula: C12H17F17NbO2
Method: DFT, ωB97M-V/def2-TZVPD

As for the HOMO-LUMO gap: 6.860 eV. Its total charge is -1.

Structure (XYZ):
```
49
C12H17F17NbO2 (ωB97M-V/def2-TZVPD)
C -2.100 -1.202 0.279
C -3.127 -0.105 0.028
F -2.875 0.895 1.028
Nb -5.339 -0.754 0.020
H -2.448 -2.169 -0.055
H -1.933 -1.264 1.348
H -1.156 -1.001 -0.222
H -2.882 0.364 -0.924
H -5.798 -0.221 -1.685
H -4.804 -2.425 -0.554
H -5.445 -1.202 1.813
H -5.964 0.925 0.482
H -7.026 -1.492 -0.022
C 3.134 -3.149 -1.931
C 4.015 -2.763 -3.125
C 4.146 -1.277 -3.469
F 2.957 -0.759 -3.831
F 5.004 -1.162 -4.512
F 3.651 -3.453 -4.225
F 5.285 -3.148 -2.788
O 1.832 -3.598 -2.201
C 0.772 -2.735 -2.285
C 0.110 -2.801 -3.665
F 1.008 -2.481 -4.624
F -0.900 -1.909 -3.697
F 1.120 -1.472 -1.968
F -0.157 -3.149 -1.402
H 3.630 -4.020 -1.506
H 3.144 -2.372 -1.166
H 4.548 -0.721 -2.617
H -0.273 -3.807 -3.844
C -0.673 2.189 3.149
C -1.039 3.671 3.241
C -0.938 4.500 1.961
F 0.340 4.544 1.518
F -1.331 5.766 2.240
F -0.338 4.274 4.233
F -2.356 3.718 3.579
O 0.618 1.810 3.598
C 1.702 1.809 2.789
C 2.782 2.760 3.317
F 2.320 4.024 3.366
F 3.844 2.721 2.472
F 1.416 2.068 1.501
F 2.262 0.570 2.846
H -1.344 1.696 3.847
H -0.904 1.778 2.165
H -1.586 4.083 1.186
H 3.095 2.446 4.313
```

***

No. 5
Molecular formula: C12H17N
Method: DFT, ωB97M-V/def2-TZVPD

As for the HOMO-LUMO gap: 8.770 eV. Its total charge is 0. The SMILES is CCc1c[nH]c2ccccc12.CC.

Structure (XYZ):
```
30
C12H17N (ωB97M-V/def2-TZVPD)
C 1.954 -4.066 -0.152
C 0.892 -3.214 0.533
C 0.571 -1.910 -0.143
C -0.186 -1.585 -1.217
N -0.388 -0.226 -1.319
C 0.330 0.381 -0.293
C 0.580 1.743 -0.160
C 1.489 2.067 0.836
C 2.114 1.087 1.619
C 1.905 -0.258 1.403
C 1.026 -0.633 0.373
H 2.159 -3.814 -1.204
H 1.747 -5.130 -0.210
H 2.978 -3.913 0.217
H -0.011 -3.823 0.536
H 1.134 -2.979 1.563
H -0.541 -2.187 -2.042
H -0.533 0.271 -2.180
H 0.067 2.472 -0.764
H 1.886 3.059 0.885
H 2.759 1.416 2.429
H 2.251 -1.059 2.048
C -3.386 2.304 0.096
C -2.579 3.256 -0.785
H -4.419 2.270 -0.250
H -3.048 1.265 0.078
H -3.490 2.551 1.155
H -1.835 2.851 -1.441
H -2.157 4.027 -0.153
H -3.267 3.777 -1.458
```

***

No. 6
Molecular formula: C12H17N
Method: DFT, ωB97M-V/def2-TZVPD

As for the HOMO-LUMO gap: 8.852 eV. Its total charge is 0. The SMILES is Cc1c[nH]c2ccccc12.CCC.

Structure (XYZ):
```
30
C12H17N (ωB97M-V/def2-TZVPD)
C -1.902 1.830 2.739
C -1.444 0.468 2.317
C -2.114 -0.706 2.297
N -1.334 -1.698 1.736
C -0.080 -1.177 1.489
C 1.003 -1.792 0.871
C 2.094 -1.001 0.577
C 1.984 0.389 0.711
C 0.911 0.991 1.328
C -0.110 0.181 1.847
H -2.080 2.523 1.922
H -1.117 2.259 3.364
H -2.808 1.755 3.344
H -3.118 -0.960 2.582
H -1.455 -2.693 1.814
H 1.016 -2.844 0.615
H 2.989 -1.472 0.207
H 2.856 0.974 0.460
H 0.908 2.066 1.486
C 1.242 -0.484 -3.599
C 0.625 0.445 -2.527
C -0.884 0.323 -2.346
H 1.750 -1.387 -3.243
H 0.590 -0.681 -4.445
H 2.132 0.060 -3.944
H 1.271 0.375 -1.663
H 0.859 1.455 -2.872
H -1.250 -0.700 -2.436
H -1.239 0.708 -1.391
H -1.295 0.792 -3.241
```

***

Q: What is the total charge in the sixth record?
A: 0